Entry 1:
Below is a structure of composition C31H50As2GeNO13Si3V, with properties calculated with ωB97M-V/def2-TZVPD.

Geometry (Å):
C 2.23 0.20 -2.00
H -2.64 5.75 2.54
H -2.67 3.75 -4.56
H 0.32 5.76 -1.25
C 0.32 -2.86 -2.14
O 2.28 -5.55 -1.12
H 4.09 0.12 1.33
H -4.26 4.53 -0.68
O 3.20 -3.52 -1.38
O -2.46 -2.14 -1.01
O -1.79 -6.82 0.18
H -5.81 1.59 -3.24
C -1.81 5.34 1.96
C -5.63 2.46 -2.60
O 1.01 -0.77 2.17
Si -3.85 2.93 -2.53
H 3.16 3.08 1.67
H -1.40 3.25 4.55
C -3.35 2.52 1.73
H 2.69 4.72 2.11
H 1.82 3.12 -2.43
H -3.99 2.49 2.62
C 2.44 -4.42 -0.76
Ge -0.19 2.72 0.22
H -4.45 -2.75 2.58
H 3.32 -4.61 -3.17
H -6.23 3.28 -3.00
C -3.65 -3.31 2.10
C 0.61 -4.52 3.23
C 3.57 0.14 0.38
Si 1.97 4.23 -0.20
C 2.63 3.52 -1.81
As 0.98 -5.35 1.50
H 5.34 -0.26 -0.78
N 1.57 0.38 -0.85
H -1.35 -7.73 -1.56
O -3.17 1.51 -1.55
H 4.39 -3.19 -3.00
C 2.85 -1.51 3.97
H 3.12 4.31 -2.39
H 3.64 -2.04 4.48
H 4.75 -4.70 -2.13
C -0.89 2.89 3.66
C -2.09 1.07 -1.25
C -2.74 2.80 -4.02
H -3.13 2.07 -4.73
H 0.33 -3.47 3.17
O 1.82 1.38 2.40
H -1.74 2.49 -3.72
H 4.11 -0.20 -2.96
O -2.26 -5.86 2.11
C -1.70 -5.83 1.05
H 4.08 4.46 1.07
C 1.28 0.30 -3.11
H 3.15 -0.48 3.78
H -2.52 4.28 -0.91
H -0.89 1.79 3.71
C 2.21 0.36 0.31
O 0.10 0.60 -2.83
H 1.22 -2.47 -2.62
C 3.97 -4.04 -2.50
H 3.37 2.74 -1.64
C 1.24 0.52 1.50
O -0.01 0.93 1.10
H -3.93 2.98 0.93
H 0.13 3.26 3.70
O 1.69 0.11 -4.32
H -3.91 -4.36 2.10
H -0.55 -2.62 -2.75
H -3.43 5.31 -2.02
H -0.89 5.78 2.36
C 1.03 5.83 -0.43
H 1.93 -1.53 4.56
H 1.30 1.36 3.22
Si -1.77 3.47 2.11
O 2.65 -2.23 2.72
H -6.02 2.23 -1.61
H -1.93 5.68 0.93
H -0.22 -5.08 3.67
H 1.48 -4.64 3.87
H 0.06 -6.97 -0.79
O -3.56 -2.79 0.76
C 3.08 4.10 1.31
C 3.60 -0.04 -2.02
V -0.37 0.59 -0.99
H -3.12 1.49 1.45
C 1.72 -1.87 1.89
C -3.47 4.39 -1.42
As 0.02 -2.00 -0.42
C 4.27 -0.07 -0.81
H 1.73 6.64 -0.67
C -1.17 -3.44 0.37
C 1.86 -3.90 0.52
C 1.54 -2.58 0.73
H 0.41 -3.94 -2.05
C -0.80 -4.65 0.73
H -1.17 -5.96 -1.63
H 0.50 6.13 0.48
C -1.00 -6.85 -1.02
H -2.72 -3.17 2.65
C -2.49 -2.80 0.02
H 0.96 0.19 -4.96

Results
**Spin multiplicity**: 2
**LUMO level (alpha / beta)**: -0.371 / -0.371 hartree
**HOMO-LUMO gap (alpha / beta)**: 4.79 / 4.96 eV
**Charge**: +3

---

Entry 2:
Below is a structure of composition C21H19As2BrNO7V, with properties calculated with ωB97M-V/def2-TZVPD.

Geometry (Å):
H -2.22 -3.76 0.68
C 4.91 1.59 1.78
C 0.40 2.67 1.29
H 5.84 2.13 1.71
C -1.71 -3.43 -0.22
O 0.64 -0.41 0.65
H -2.81 0.10 -3.25
Br 5.28 1.64 4.60
H -1.37 -1.90 2.88
H -1.25 -5.42 -0.88
H 0.34 1.40 -3.87
O 2.72 3.95 -1.08
C 4.36 1.25 3.01
C -0.34 -2.57 -2.46
C -1.16 -4.36 -1.09
O 2.63 3.42 1.87
C 0.41 3.21 -0.99
H -2.31 1.80 -3.02
C -4.17 -0.84 0.38
H 2.70 0.27 3.98
H -0.01 -4.64 -2.87
H -0.29 -0.21 -4.31
C -2.42 0.83 -2.53
V -0.53 0.93 0.54
C -2.37 -1.63 2.54
O -1.60 2.33 0.13
H 2.71 0.47 -0.31
H 1.31 -0.03 -3.50
C 2.54 0.28 1.84
O 0.11 3.03 -2.17
C 3.16 0.57 3.05
H -4.45 -1.90 0.45
C -0.91 -1.63 -1.62
C -1.59 -2.07 -0.47
C 1.77 3.57 -0.43
H -4.41 -0.47 -0.62
C 1.19 -0.36 1.82
C 3.16 0.68 0.66
As -2.23 -0.73 0.80
C -0.43 2.87 0.15
C 1.74 3.25 1.04
H -3.05 -2.49 2.51
H 0.22 -2.25 -3.33
N 4.32 1.30 0.63
As -0.66 0.30 -1.84
H -2.79 -0.89 3.23
H -3.10 0.96 -1.69
C 0.29 0.36 -3.57
C -0.46 -3.93 -2.20
O -0.01 1.86 2.16
H -4.73 -0.26 1.13
O 0.65 -0.82 2.80

Results
**Spin multiplicity**: 3
**Energy above the lowest of the compared OMol25 structures with the same formula, charge and spin**: 189.8 kJ/mol
**LUMO level (alpha / beta)**: -0.049 / -0.049 hartree
**HOMO-LUMO gap (alpha / beta)**: 6.96 / 7.91 eV

---

Entry 3:
Below is a structure of composition C6H6BF16N2O9PtS5, with properties calculated with ωB97M-V/def2-TZVPD.

Geometry (Å):
H -3.69 1.29 1.44
O 2.48 -1.26 -0.86
O -0.22 1.62 0.11
S 2.43 1.52 1.75
C -3.77 -2.41 0.73
H -4.45 -2.25 -0.11
F 2.84 3.89 0.75
N 1.05 2.11 2.25
S -2.93 -0.89 1.05
F -0.79 -0.20 -3.29
O -1.36 1.43 2.28
S 0.20 -2.48 -2.56
O -0.09 -1.97 -1.17
O -0.10 -3.85 -2.72
F 3.23 0.16 -4.26
N 1.55 -1.95 -3.09
F -0.77 4.44 2.49
H -2.99 -3.14 0.50
O 3.05 0.67 2.69
F 4.09 0.75 -2.36
F -1.13 -2.54 1.63
C -0.83 3.83 1.32
O -2.12 -0.44 -0.07
F 0.23 -2.32 3.47
C -0.99 -1.50 -3.57
C -4.15 0.31 1.54
F -2.22 -1.83 -3.20
F 3.67 3.58 2.73
F -2.07 3.83 0.87
F -0.81 -1.72 -4.85
B 0.20 -2.41 2.13
S -0.31 2.07 1.55
F 4.62 2.68 1.00
H -4.39 0.11 2.58
O 3.99 -2.28 -2.51
O 2.31 1.06 0.33
H -4.31 -2.68 1.64
H -5.03 0.19 0.90
F 1.05 -3.25 1.51
F 0.61 -0.96 1.63
C 3.06 0.19 -2.96
F 1.94 0.89 -2.66
Pt 0.65 -0.21 -0.35
S 2.82 -1.52 -2.29
F -0.03 4.42 0.45
C 3.47 3.04 1.54

Results
**Spin multiplicity**: 5
**Energy above the lowest of the compared OMol25 structures with the same formula, charge and spin**: 0.0 kJ/mol
**LUMO level (alpha / beta)**: -0.118 / -0.292 hartree
**HOMO-LUMO gap (alpha / beta)**: 11.16 / 6.73 eV
**Charge**: +1

---

Entry 4:
Below is the molecule CH2F3NOS, with properties calculated with ωB97M-V/def2-TZVPD.

Geometry (Å):
F 1.63 1.35 1.00
H -1.77 -0.69 -0.57
C 1.08 0.72 -0.03
O 0.69 -2.01 -0.42
N -1.41 -0.12 0.13
S 0.52 -0.98 0.58
H 0.12 1.05 -0.41
F -2.85 0.13 0.72
F 1.99 0.55 -1.00

Results
**Energy above the lowest of the compared OMol25 structures with the same formula, charge and spin**: 543.8 kJ/mol
**LUMO level (alpha / beta)**: -0.068 / -0.068 hartree
**HOMO-LUMO gap (alpha / beta)**: 8.23 / 8.25 eV

---

Entry 5:
Below is the molecule C5H10O, with properties calculated with ωB97M-V/def2-TZVPD.

Geometry (Å):
H -1.83 1.24 0.10
H 2.30 1.57 -0.68
H -1.70 -1.31 -1.09
H 0.99 -1.97 0.51
C 0.35 -1.09 0.31
H -1.57 0.16 1.47
H 0.83 1.65 0.35
O -0.24 0.10 -1.38
C 1.64 1.01 -0.02
H 1.68 -0.67 -1.42
H -2.97 -0.07 0.43
C -1.91 0.20 0.44
H 2.21 0.67 0.86
C -1.02 -0.69 -0.47
C 1.00 -0.18 -0.71
H 0.26 -0.60 1.28

Results
**Structure (SMILES)**: C[C@@H]1C[C@H](C)O1
**Energy above the lowest of the compared OMol25 structures with the same formula, charge and spin**: 174.5 kJ/mol
**LUMO level**: 0.043 hartree
**HOMO-LUMO gap**: 10.70 eV

---

Entry 6:
Below is a cluster of 2 separate species, C4H10N in total, with properties calculated with ωB97M-V/def2-TZVPD.

Geometry (Å):
C 0.74 -0.53 0.57
H -0.52 -1.33 2.17
H -1.43 -1.03 0.58
C 0.50 -0.37 -1.96
H 0.00 1.26 -0.47
H -0.32 -2.48 0.88
H 1.12 -1.24 -2.14
C -0.47 -1.37 1.06
C 0.38 0.13 -0.70
H -1.71 2.49 0.17
H 0.14 0.11 -2.89
N -0.80 2.21 0.22
H -0.29 2.97 0.64
H 0.96 0.31 1.32
H 1.69 -1.14 0.55

Results
**Energy above the lowest of the compared OMol25 structures with the same formula, charge and spin**: 759.1 kJ/mol
**LUMO level**: -0.340 hartree
**HOMO-LUMO gap**: 5.89 eV
**Charge**: +1

---

Entry 7:
Below is the molecule C5H10FOP, with properties calculated with ωB97M-V/def2-TZVPD.

Geometry (Å):
C -1.12 -1.45 0.49
H 1.08 -1.11 -1.60
H -2.39 2.49 0.61
H -0.52 -2.39 0.67
H -2.16 -1.51 0.74
C -0.51 -0.29 0.45
C 1.72 -1.18 -0.80
H 1.64 -2.26 -0.30
H -2.63 1.20 -0.63
H 2.83 -0.87 -1.09
P 1.43 1.65 -0.12
F 1.86 -0.32 1.48
H 2.72 1.26 -0.68
C -2.29 1.38 0.36
O -0.91 1.03 0.51
H -3.07 0.82 1.08
C 1.26 -0.13 0.21
H 1.06 1.66 -1.39

Results
**Structure (SMILES)**: C=C(OC)[C@](C)(F)P
**Energy above the lowest of the compared OMol25 structures with the same formula, charge and spin**: 373.9 kJ/mol
**LUMO level**: 0.030 hartree
**HOMO-LUMO gap**: 10.33 eV

---

Entry 8:
Below is a cluster of 2 separate species, C3H8FNO2S in total, with properties calculated with ωB97M-V/def2-TZVPD.

Geometry (Å):
H -0.16 0.27 3.12
H 2.32 0.60 -1.82
H 0.56 -0.88 1.95
C 0.64 -0.66 -1.67
H -1.12 -1.11 2.53
S -0.99 0.66 0.96
N -1.23 -0.30 -0.37
H 1.07 -1.34 -0.95
F -1.55 -1.58 0.06
C -0.35 -0.40 2.29
H 0.90 1.13 -2.78
H 0.94 1.28 -1.01
O 0.02 1.62 0.58
H -0.02 -1.09 -2.41
C 1.23 0.65 -1.86
O -2.26 1.17 1.38

Results
**Energy above the lowest of the compared OMol25 structures with the same formula, charge and spin**: 494.9 kJ/mol
**LUMO level (alpha / beta)**: -0.032 / -0.032 hartree
**HOMO-LUMO gap (alpha / beta)**: 8.52 / 8.53 eV

---

Entry 9:
Below is a structure of composition C15H16ClHoN, with properties calculated with ωB97M-V/def2-TZVPD.

Geometry (Å):
C -0.33 -1.04 -3.25
H -0.23 -3.04 -0.54
H 1.52 2.28 -3.18
H 2.22 -2.31 -1.45
C 0.23 1.15 4.47
C -1.02 -1.78 -2.24
C -0.03 -2.37 -1.38
H 0.52 -0.13 6.19
C -0.07 -1.23 3.02
H -0.14 -2.15 2.42
H 2.99 1.21 -0.99
H -0.79 -0.50 -4.08
C 0.34 -0.09 5.12
C -0.38 0.01 2.39
H 0.17 3.03 -4.21
H 0.41 -2.24 4.85
Ho 0.17 0.16 -1.09
N 2.01 1.06 -1.27
C -0.06 1.20 3.11
C 1.27 -1.99 -1.87
C 0.24 -1.27 4.37
H -2.10 -1.91 -2.18
H -2.37 0.89 -2.46
H -2.14 2.22 -1.22
H 1.86 -0.75 -3.66
C 0.44 2.41 -3.34
C -0.99 0.06 1.10
Cl -0.01 2.68 2.26
C 1.08 -1.18 -3.03
H -1.63 0.93 0.91
H 0.36 2.08 5.02
C -0.46 1.89 -2.53
C -1.67 1.61 -2.00
H -1.42 -0.89 0.75

Results
**Spin multiplicity**: 5
**Energy above the lowest of the compared OMol25 structures with the same formula, charge and spin**: 397.8 kJ/mol
**LUMO level (alpha / beta)**: 0.104 / 0.104 hartree
**HOMO-LUMO gap (alpha / beta)**: 6.03 / 5.93 eV
**Charge**: -1

---

Entry 10:
Below is the molecule C7H14N2O5, with properties calculated with ωB97M-V/def2-TZVPD.

Geometry (Å):
O 1.10 0.81 2.26
C -0.36 1.09 0.35
H -3.60 0.80 0.23
N -0.19 -0.32 0.10
H -1.01 -0.84 0.16
O 1.14 2.72 1.09
H 1.75 -2.71 0.11
C -2.07 2.86 0.92
H 1.85 2.89 1.72
H -1.48 3.41 1.66
H -1.73 0.88 1.92
C -1.76 1.38 0.85
H -0.47 -3.17 0.38
C 1.06 -2.29 -0.62
H -0.86 -2.62 -1.14
C 0.66 1.51 1.35
N -0.16 -3.07 -0.57
C 1.77 -2.46 -1.95
H -0.18 1.67 -0.58
H 3.20 -1.30 -1.66
H -1.88 3.28 -0.08
O -2.68 0.73 -0.10
H 1.34 -1.72 -2.67
H 1.60 -3.46 -2.35
O 3.14 -2.27 -1.76
H -3.13 3.05 1.14
C 1.01 -0.80 -0.31
O 1.94 -0.03 -0.44

Results
**Structure (SMILES)**: C[C@@H](O)[C@H](NC(=O)[C@@H](N)CO)C(=O)O
**Energy above the lowest of the compared OMol25 structures with the same formula, charge and spin**: 54.5 kJ/mol
**LUMO level**: 0.015 hartree
**HOMO-LUMO gap**: 9.70 eV

---

Entry 11:
Below is a structure of composition C26H29As2N6O2ReS2Se, with properties calculated with ωB97M-V/def2-TZVPD.

Geometry (Å):
H 1.51 -0.64 2.84
C 0.09 -3.18 1.21
Re -0.84 -0.02 -0.65
C 1.20 2.10 -1.49
H 5.04 -3.64 -1.39
N 3.64 1.23 5.49
C 2.28 -2.85 -3.18
H -3.39 -2.50 0.67
H -0.56 -3.61 0.46
C 1.50 -2.29 -2.17
C 0.30 1.87 4.13
H 1.89 -2.89 -4.19
H 1.05 0.10 -4.10
H 3.99 2.09 3.03
H 2.17 2.65 1.43
C 2.08 -1.12 2.05
H -0.48 -2.99 2.12
C -3.14 -1.70 1.35
H 3.67 -2.68 0.41
H 0.27 -1.17 -5.10
Se -3.01 0.51 -1.69
H -5.04 3.78 -4.91
C -1.92 0.22 1.75
N -1.05 1.02 1.16
H -0.74 -3.52 -4.04
H -0.69 0.18 -4.43
C 3.54 -3.34 -2.90
C 0.15 -0.50 -4.24
C -1.31 -2.95 -3.29
N -2.21 -0.85 0.94
O -1.82 3.15 2.30
C 2.65 1.61 4.63
H -5.01 1.67 -3.57
H -2.20 -2.53 -3.77
S -0.67 2.56 1.68
O -0.13 3.16 0.49
H 1.06 1.26 6.03
H -3.77 -0.26 4.33
N 0.44 1.19 -1.50
C -4.21 3.55 -4.25
H -1.42 4.97 -3.45
S 2.28 3.24 -1.62
C 3.27 -2.73 -0.60
C 4.04 -3.27 -1.61
H 4.59 1.50 5.28
C -4.19 2.38 -3.51
C -3.35 -0.45 3.35
C 1.30 1.55 5.02
C 0.63 2.25 2.84
As -0.23 -1.47 -2.60
C 2.96 2.01 3.32
C -2.07 3.09 -2.63
N -2.43 0.41 2.96
C -3.08 2.14 -2.69
C -3.76 -1.53 2.57
H 2.88 -0.46 1.74
H -0.74 1.84 4.41
H 4.15 -3.76 -3.69
C 2.00 -2.24 -0.86
C -2.20 4.22 -3.44
H 2.49 -2.06 2.44
C 1.95 2.33 2.43
N -3.23 4.43 -4.22
H -1.22 2.97 -1.98
H -1.61 -3.62 -2.49
H -4.53 -2.21 2.90
As 0.87 -1.50 0.56
H 3.41 1.17 6.47
H 0.89 -3.89 1.44

Results
**Spin multiplicity**: 2
**Energy above the lowest of the compared OMol25 structures with the same formula, charge and spin**: 0.0 kJ/mol
**LUMO level (alpha / beta)**: -0.189 / -0.175 hartree
**HOMO-LUMO gap (alpha / beta)**: 5.40 / 5.66 eV
**Charge**: +1

---

Entry 12:
Below is a structure of composition C34H40Cl2MnN6O3Se, with properties calculated with ωB97M-V/def2-TZVPD.

Geometry (Å):
H 0.06 -6.08 5.24
C -3.13 1.48 -3.34
O -0.98 -4.41 4.81
H 4.01 -0.53 0.55
C 0.02 -2.89 0.88
C -0.72 -5.09 0.20
C 0.78 -2.27 -3.06
H -1.69 -6.35 5.02
C 3.33 0.32 0.56
C -1.25 1.18 2.11
C -1.32 3.78 1.16
C -3.22 2.42 4.72
N -2.42 2.74 -3.21
H -0.41 -3.09 3.20
C -4.47 -3.41 5.41
H 1.20 4.11 -3.33
C -4.51 -2.29 4.61
C 1.33 -3.27 0.59
C -1.07 2.88 -3.17
H -5.42 -1.72 4.51
O -1.98 1.91 4.25
H -2.40 0.68 -3.42
H -2.08 5.96 -2.86
H 0.71 5.01 -1.87
C -3.29 -4.15 5.50
H 2.64 -4.81 -0.11
N -0.84 4.20 -3.02
H -3.26 -5.18 1.38
C 1.62 -4.54 0.11
N -0.24 -1.55 1.25
C -0.65 -2.32 -2.64
C -2.04 4.89 -2.98
H 2.11 -2.54 0.75
H -3.76 1.51 -4.23
C 0.59 -5.44 -0.09
Cl 2.28 0.14 -0.89
H 1.47 -2.58 -2.26
H -4.03 2.12 4.05
H -1.08 -5.59 6.52
H -1.32 4.79 0.78
H -1.48 -0.01 3.74
H -3.83 -3.19 -2.56
C -3.38 -1.88 3.90
C -2.51 -1.71 -1.62
C -3.40 -0.95 -0.68
Mn -0.13 -0.18 -0.46
H -1.51 -5.80 0.03
H 3.86 1.25 0.42
Se 0.16 1.52 -3.27
C -0.83 -1.30 2.38
H -4.36 -0.71 -1.15
C -0.93 -5.68 5.44
N -1.24 -0.08 2.77
C -2.17 -3.75 4.80
C -1.66 2.23 2.94
N -1.00 -2.29 3.33
C -2.84 -2.77 -2.43
H -3.39 -4.52 -0.29
H 0.94 -2.93 -3.91
C -1.01 -3.82 0.69
H 0.80 -6.43 -0.48
H -1.99 4.34 3.13
H -0.63 2.94 -0.67
C 0.47 4.81 -2.92
H -4.24 -3.73 1.06
H -5.35 -3.73 5.95
O -2.26 -3.40 1.03
Cl 2.45 0.37 2.07
N -1.17 -1.42 -1.74
H -3.20 3.51 4.80
C -3.02 3.98 -3.10
H -1.52 -3.96 -3.81
C -1.69 3.53 2.47
H -3.38 1.99 5.71
H -4.09 4.09 -3.10
H 0.48 5.74 -3.49
H -3.26 -5.04 6.11
C -0.88 1.38 0.78
H -3.75 1.32 -2.46
H 1.07 -1.26 -3.38
C -2.19 -2.59 4.01
H -2.94 -0.01 -0.36
C -1.64 -3.17 -3.09
H -3.44 -1.02 3.25
C -0.93 2.72 0.35
C -3.34 -4.27 0.77
H -3.61 -1.52 0.23

Results
**Spin multiplicity**: 6
**Energy above the lowest of the compared OMol25 structures with the same formula, charge and spin**: 0.0 kJ/mol
**LUMO level (alpha / beta)**: 0.017 / 0.015 hartree
**HOMO-LUMO gap (alpha / beta)**: 6.66 / 6.59 eV

---

| no. | E_tot (eV) | strongest force on any atom (eV/A) |
| --- | --- | --- |
| 1 | -288553.2928 | 3.33 |
| 2 | -255313.4069 | 3.34 |
| 3 | -129295.0843 | 0.61 |
| 4 | -23588.9185 | 3.40 |
| 5 | -7392.9569 | 1.48 |
| 6 | -5785.9899 | 6.22 |
| 7 | -19397.3650 | 4.86 |
| 8 | -22373.3409 | 3.12 |
| 9 | -55621.2731 | 3.98 |
| 10 | -20704.1734 | 3.07 |
| 11 | -251286.5910 | 2.81 |
| 12 | -172701.8548 | 1.08 |